(1)
6 unconnected molecules or ions with the total composition C19H54N6O6, computed with ωB97M-V with the def2-TZVPD basis set.

The SMILES is COC[C@H](C)N.COC[C@H](C)N.COC[C@H](C)N.COC[C@H](C)N.NC(N)=O.CCO. As for the molar mass: 462.7 g/mol. As for the HOMO-LUMO gap: 9.60 eV. The calculated total energy is -41802.302 eV. The calculation puts the highest occupied orbital energy at -9.01 eV. For the energy relative to the best compared isomer or geometry (same formula, charge and spin), the calculation gives 70.9 kJ/mol.

Structure (XYZ):
```
85
Properties=species:S:1:pos:R:3:forces:R:3
C 25.527 -24.112 4.436 -1.1737 -0.0181 1.5411
C 24.299 -24.382 3.574 0.5962 -0.1183 -0.3018
O 24.764 -24.617 2.245 -0.5570 0.4037 -0.9565
H 26.286 -24.885 4.325 0.0675 0.0848 -0.1634
H 25.196 -24.142 5.484 0.1470 -0.1992 0.0111
H 25.941 -23.108 4.359 0.1095 -0.0932 -0.6650
H 23.593 -23.550 3.544 0.3417 0.2002 -0.1948
H 23.661 -25.215 3.880 0.4609 -0.1299 0.3788
H 25.240 -25.447 2.173 -0.0147 -0.0752 0.3510
C 21.040 -25.056 1.182 0.0696 1.1073 1.5925
O 20.852 -24.782 2.382 0.4081 -0.4317 -0.7807
N 20.030 -25.247 0.326 0.1700 -0.4400 -0.3106
N 22.265 -25.134 0.599 0.3188 -0.2129 0.0729
H 20.352 -25.423 -0.610 -0.9132 0.0932 -0.0826
H 19.074 -25.146 0.641 -0.0585 -0.1089 -0.5310
H 22.313 -25.110 -0.409 0.1247 -0.0300 0.0591
H 23.078 -24.873 1.134 0.1045 0.0666 0.0944
C 22.657 -22.424 -2.027 0.0437 0.5217 0.8110
C 23.328 -23.442 -2.914 0.9369 1.0641 -0.1850
C 22.457 -24.564 -3.420 0.9267 -1.9330 -0.6672
O 21.598 -25.082 -2.415 -0.8437 -0.0307 0.4582
C 20.476 -25.768 -2.943 -0.6915 0.3875 -0.6349
N 23.999 -22.681 -4.020 -0.6945 -0.4906 0.2491
H 22.407 -22.854 -1.053 -0.5046 -0.0808 -0.2270
H 21.831 -21.868 -2.469 -0.2494 -0.4025 -0.0427
H 23.373 -21.643 -1.749 0.2355 -0.0982 -0.2788
H 24.162 -23.841 -2.325 -0.3861 -0.5892 0.2034
H 23.082 -25.440 -3.665 0.5134 0.2765 0.0026
H 22.007 -24.429 -4.411 -0.7632 0.9107 0.4518
H 19.797 -25.017 -3.362 0.1082 -0.1410 -0.5240
H 19.827 -26.294 -2.238 0.7126 0.1320 0.7288
H 20.728 -26.544 -3.671 0.2850 0.2676 -0.2321
H 24.869 -22.381 -3.599 0.1631 0.2012 -0.4581
H 24.213 -23.263 -4.822 0.1345 -0.0919 0.1309
C 15.648 -25.215 3.678 0.1489 -0.2329 0.1010
C 16.802 -25.152 2.691 -0.7399 0.5979 0.0298
C 16.194 -24.889 1.307 -0.0395 -0.6535 0.2432
O 17.186 -24.946 0.308 0.8116 0.1465 -0.0409
C 16.821 -24.536 -1.013 -0.0977 -1.1672 1.3748
N 17.698 -24.023 3.056 -0.1577 -1.2235 -0.5328
H 15.085 -26.131 3.480 -0.3469 0.2155 0.0182
H 15.035 -24.315 3.616 -0.1868 -0.1125 0.0023
H 16.010 -25.304 4.704 0.1069 0.0890 -0.0235
H 17.284 -26.135 2.747 0.1267 0.6135 -0.3366
H 15.684 -23.919 1.340 0.0978 0.1143 -0.1923
H 15.459 -25.673 1.081 -0.2098 0.0796 0.1485
H 17.755 -24.516 -1.569 -0.0394 0.7852 -0.0683
H 16.245 -23.621 -0.877 0.1795 0.2397 -0.8509
H 16.245 -25.345 -1.477 -0.4386 0.2798 -0.0297
H 18.168 -24.356 3.896 0.1855 0.3561 0.0122
H 18.426 -24.071 2.345 0.2872 0.4028 0.3471
C 19.383 -21.928 0.408 -1.3455 0.0308 0.1840
C 19.040 -20.521 -0.035 0.8005 -0.0756 0.7041
C 18.924 -19.563 1.160 0.3415 0.9821 -0.1834
O 18.875 -18.234 0.619 -0.1143 -0.2696 0.1421
C 18.982 -17.199 1.567 0.2715 0.5286 -0.6908
N 20.131 -20.083 -0.937 -0.5942 1.3987 0.4490
H 20.386 -21.978 0.828 0.0595 -0.2273 -0.1767
H 19.206 -22.575 -0.450 0.6307 -0.2029 0.0492
H 18.656 -22.252 1.161 0.2080 -0.0337 0.1524
H 18.084 -20.532 -0.567 0.1586 0.1448 -0.1642
H 19.830 -19.594 1.783 0.0391 -0.4104 -0.0021
H 18.067 -19.701 1.827 -0.1300 -0.3713 -0.1905
H 19.131 -16.288 0.983 -0.3406 0.0538 0.0203
H 19.890 -17.241 2.178 -0.1258 -0.5303 0.2619
H 18.080 -17.095 2.170 0.0417 -0.0908 0.2207
H 19.894 -19.092 -1.059 -0.0203 -0.1813 -0.7836
H 20.943 -19.911 -0.336 0.1186 -0.7312 -0.0298
C 22.018 -27.464 4.143 0.1678 -0.4572 -0.2535
C 20.506 -27.572 4.248 -0.1376 0.1662 0.5543
C 19.895 -28.002 2.944 -0.6765 0.9815 -0.8653
O 18.490 -27.696 2.924 0.0393 -0.5714 0.7694
C 17.876 -28.160 1.777 -0.5219 -1.5684 -1.6869
N 20.113 -28.500 5.327 0.3423 0.0333 -0.2171
H 22.435 -27.164 5.106 0.0641 0.1942 -0.0824
H 22.295 -26.765 3.355 -0.1180 0.2470 0.2087
H 22.503 -28.407 3.871 -0.2511 -0.1877 0.1218
H 20.134 -26.579 4.529 0.0191 0.1488 -0.5873
H 20.029 -29.074 2.768 0.1768 0.0554 -0.0012
H 20.249 -27.376 2.111 0.7566 -0.4939 0.1573
H 18.114 -29.203 1.504 0.3264 -0.1224 0.6736
H 18.118 -27.679 0.817 0.2145 0.8155 0.4390
H 16.789 -28.203 1.845 -0.0115 0.5317 0.4612
H 19.152 -28.293 5.575 0.0051 -0.1506 0.0873
H 20.691 -28.261 6.127 -0.2104 -0.1685 0.1556
```
Forces are in eV/Å.

(2)
A molecular structure, C19H55Na2O9S8, computed with ωB97M-V with the def2-TZVPD basis set.

As for the total charge: +1. As for the molar mass: 730.2 g/mol. As for the HOMO-LUMO gap: 3.56 eV. The calculated total energy is -134517.118 eV. The calculation puts the highest occupied orbital energy at -9.49 eV.

Structure (XYZ):
```
93
Properties=species:S:1:pos:R:3:forces:R:3
Na -8.099 -20.089 -12.350 0.2955 -0.6652 0.2321
Na -11.360 -20.189 -8.642 0.2049 -0.4202 0.1280
C -8.069 -25.545 -9.791 -1.8049 -1.3898 -0.0253
C -7.544 -24.117 -9.745 0.0575 -0.0171 -0.3355
C -6.477 -24.008 -10.813 1.0396 0.3108 -0.3097
O -8.498 -23.140 -9.906 -0.9430 0.4904 -0.2109
H -7.426 -26.423 -9.845 1.0556 0.5321 -0.2790
H -8.769 -25.698 -10.612 -0.0213 0.3055 -0.4051
H -8.665 -25.865 -8.936 -0.2614 0.6988 0.4747
H -7.099 -24.058 -8.752 0.6626 0.3587 0.3291
H -6.091 -22.990 -10.874 0.1684 0.2324 0.3262
H -6.802 -24.211 -11.834 -0.5848 -0.3227 0.0533
H -5.639 -24.678 -10.620 0.1554 -0.0447 0.0425
C -8.795 -31.413 -13.957 0.8187 1.1643 -0.4234
S -10.479 -31.359 -13.260 1.8233 -0.5591 3.2030
O -10.429 -32.302 -12.048 -0.5797 0.8844 -1.8783
C -10.325 -29.691 -12.431 0.0280 0.2028 -0.1302
H -8.580 -32.196 -14.684 -0.6271 -0.0792 0.1071
H -7.950 -31.381 -13.268 -0.5626 -0.6022 0.9080
H -8.601 -30.445 -14.419 -0.5092 0.0726 -0.6931
H -9.633 -29.573 -11.597 0.5398 -1.1098 -0.1358
H -11.269 -29.488 -11.927 -0.3349 0.0344 -0.6379
H -10.007 -28.913 -13.125 -0.5781 0.0046 -0.3201
C -4.777 -24.628 -19.010 -1.0956 0.8822 1.2262
S -3.773 -24.968 -17.562 1.8350 -1.1655 1.6995
O -2.946 -23.798 -17.050 -1.6612 -0.6163 -0.9202
C -5.058 -25.305 -16.251 0.2227 0.3784 -0.9457
H -4.136 -24.117 -19.729 -0.2271 -0.3437 -0.1065
H -5.609 -24.009 -18.675 0.0705 0.6406 -0.2995
H -5.291 -25.541 -19.309 0.7112 -0.2359 -0.3383
H -5.697 -26.154 -16.497 -0.0554 0.1459 -0.4162
H -5.618 -24.373 -16.174 -0.1499 -0.1126 0.3123
H -4.561 -25.584 -15.322 0.3066 0.4032 -0.1975
C 1.962 -22.210 -7.880 0.6753 0.1895 -0.9903
S 0.327 -21.461 -7.555 0.3155 0.7120 -0.6611
O 0.221 -20.242 -8.485 -0.0608 -2.4337 0.9940
C -0.554 -22.990 -8.157 0.1745 0.0829 -1.2511
H 2.063 -22.338 -8.957 -0.4405 0.0530 -0.2449
H 2.163 -23.203 -7.476 -0.4666 0.1668 0.5366
H 2.796 -21.542 -7.665 -0.3546 0.2060 0.6159
H -1.444 -22.769 -8.746 -0.2943 0.4803 0.5930
H -0.762 -23.713 -7.369 -0.0216 0.4668 0.2920
H 0.042 -23.511 -8.907 0.4401 0.0786 0.1118
C -7.194 -20.727 -4.961 0.7442 -0.7390 -0.1582
S -5.757 -19.670 -5.195 1.1482 2.9808 0.5817
O -4.668 -19.795 -4.101 -1.9901 -0.9800 -2.2968
C -5.100 -20.094 -6.898 0.3714 -0.4767 1.2545
H -7.942 -20.536 -5.731 0.3197 0.1342 -0.2942
H -7.643 -20.416 -4.018 0.3327 -0.3426 0.1319
H -6.859 -21.763 -5.007 -0.4630 -0.1624 0.4055
H -4.707 -21.105 -6.792 -0.0200 -0.0554 -0.5784
H -4.285 -19.399 -7.100 0.1295 -0.0426 0.5242
H -5.782 -19.934 -7.733 -0.5361 -0.3927 0.4543
C -10.823 -25.117 -15.986 -0.4636 0.4406 -0.9183
S -9.867 -25.932 -17.319 0.3352 -0.8664 -0.1814
O -10.178 -27.412 -17.359 0.0058 1.6251 0.2271
C -10.713 -25.197 -18.758 -1.0300 -0.1764 -0.2149
H -11.852 -25.462 -16.090 0.0332 -0.2670 0.4866
H -10.851 -24.052 -16.216 0.1660 0.1279 -0.2261
H -10.385 -25.185 -14.990 -0.0155 -0.6788 -0.2300
H -10.294 -25.581 -19.689 0.5487 0.0225 0.2977
H -10.788 -24.110 -18.803 0.5788 0.0411 0.3184
H -11.747 -25.536 -18.812 -0.1319 -0.2798 0.4537
C -7.944 -26.619 -4.203 -0.4218 0.6391 0.5089
S -9.080 -25.691 -3.076 0.0735 1.5264 -0.2094
O -8.383 -24.417 -2.610 -0.7115 -1.5769 -0.8673
C -10.354 -25.133 -4.339 -0.4274 -0.8614 -0.2361
H -7.882 -26.036 -5.122 0.1454 -0.4309 -0.1207
H -8.313 -27.641 -4.287 -0.2820 0.1882 -0.4124
H -6.973 -26.701 -3.714 -0.0853 0.3720 0.1071
H -9.993 -24.519 -5.165 0.4809 0.3632 0.4880
H -11.240 -24.718 -3.858 0.5958 0.6782 0.5752
H -10.878 -25.934 -4.861 0.6218 -0.8878 0.0927
C -15.678 -24.300 -8.241 -0.8929 -0.2096 -0.7684
S -14.981 -25.219 -9.651 4.4661 -1.1557 2.1816
O -14.178 -26.421 -9.063 -2.3143 1.6928 -1.1155
C -13.439 -24.099 -9.807 -1.2128 0.5985 -0.3912
H -15.014 -24.045 -7.415 0.1640 -0.3369 -0.2741
H -16.519 -24.918 -7.927 0.1381 -0.0462 0.3464
H -16.140 -23.416 -8.682 0.0978 0.2691 0.0621
H -12.658 -24.627 -10.354 -0.2577 -0.2070 0.2474
H -13.134 -23.793 -8.806 0.0524 -0.6630 0.1253
H -13.662 -23.162 -10.319 -0.2309 0.0616 -0.3936
C -2.508 -31.571 -10.208 -0.1572 -0.0853 -0.4319
S -2.612 -30.141 -11.331 -1.5063 -0.1592 -0.3713
O -3.864 -30.401 -12.183 1.7284 0.4301 1.2955
C -3.083 -28.843 -10.112 -0.5205 -0.3625 -0.0581
H -1.730 -31.531 -9.447 -0.1660 0.4909 0.0719
H -2.245 -32.418 -10.841 -0.1881 0.0537 -0.1557
H -3.516 -31.718 -9.818 0.1311 -0.0487 0.2032
H -3.065 -27.898 -10.656 0.2748 -0.0212 0.1614
H -2.503 -28.838 -9.189 0.5510 0.0475 -0.3772
H -4.108 -28.991 -9.772 -0.1757 -0.3316 -0.3506
```
Forces are in eV/Å.